Record 1
This record from the Open Molecules 2025 dataset describes the molecule C7H11NO2S. The level of theory is wB97M-V/def2-TZVPD.

The geometry in XYZ format:
```
22
Properties=species:S:1:pos:R:3:forces:R:3
H 2.825341 -2.336698 -0.415548 0.5 -0.4 0.2
H -1.484892 2.063850 -1.357282 -0.9 -0.7 1.3
H -1.049569 0.537185 2.190985 -0.7 -0.1 -1.1
C 1.443915 0.729125 -0.374369 2.1 -0.4 -0.4
O -0.018119 -2.448319 0.271404 0.2 0.4 -0.3
C -1.225148 0.339418 -0.037026 2.7 -2.3 0.7
H 3.553323 0.280947 -0.738566 -0.6 -0.1 0.6
C 2.577161 -0.064851 -0.353725 1.4 0.6 -1.6
H -1.539636 -1.871130 -0.727489 -1.1 1.6 -1.1
N 0.383113 -0.105532 -0.228333 -3.2 0.3 0.9
C 2.236506 -1.463660 -0.290212 -2.6 1.8 0.6
O 1.303755 2.086939 -0.624418 -1.3 -0.7 0.5
S -2.083384 -0.656208 -1.295223 0.6 -1.6 1.1
H -0.810968 2.562934 0.109903 -1.2 -1.8 0.3
H -2.601560 -0.022121 1.536148 -2.6 0.1 0.4
H 0.429626 -3.307840 0.350164 0.1 0.7 -0.2
C -1.568255 1.765756 -0.256155 3.9 2.5 -2.3
H -2.481865 1.883100 0.219948 -1.9 0.7 0.4
C 0.860457 -1.429265 -0.105813 0.6 0.1 -0.2
C -1.587585 -0.080493 1.404565 3.7 0.2 0.4
H -1.214080 -1.076121 1.642871 -0.4 -0.1 -0.3
H 2.051859 2.612986 -0.921836 0.4 -1.0 0.1
```
Positions in Å, forces in eV/Å.

- energy relative to the best compared isomer or geometry (same formula, charge and spin) (kcal per mole) = 35.8
- orbital gap (eV) = 7.88
- HOMO energy (eV) = -7.287
- net charge = 0
- total energy (hartree) = -876.66856

Record 2
This record from the Open Molecules 2025 dataset describes the molecule C7H11NO3. The level of theory is wB97M-V/def2-TZVPD.

The geometry in XYZ format:
```
22
Properties=species:S:1:pos:R:3:forces:R:3
H -0.623473 -2.522045 1.079275 -1.7 -0.4 1.2
H -1.289126 1.982980 2.193891 -0.3 -0.1 -0.6
C -1.381868 -0.819878 -0.747212 -0.2 -1.1 0.1
O -2.023668 1.886029 0.291841 0.2 0.0 0.1
H -1.069791 -1.193807 -1.718867 -0.3 -0.2 -0.1
O 2.950024 0.537619 -0.771212 -0.6 0.0 0.5
H 1.392058 1.752184 -1.793644 1.8 0.2 -0.4
H -1.705365 0.159612 -0.812070 -1.0 1.8 -1.0
C 0.197708 -2.081963 0.623627 3.5 -0.2 0.7
C -0.148170 -0.714119 0.143684 -2.1 0.0 -0.1
O 2.431392 -0.121573 1.225052 -0.7 0.8 -1.7
H 0.289961 0.264640 2.044503 0.1 0.4 -0.1
C 0.528783 1.347977 -1.378044 -2.6 -0.1 -1.8
C -1.292329 1.501196 1.171418 0.2 0.3 1.0
H -0.049644 0.929085 -2.259604 0.6 0.1 1.2
N 2.110849 0.313775 0.093105 3.3 -1.5 1.9
H -2.314142 -1.353675 -0.376249 1.7 0.1 0.0
H 0.442596 -2.818137 -0.125509 0.1 0.2 -1.0
C 0.739981 0.447046 -0.241359 -1.9 -0.6 2.0
H -0.015618 2.217025 -1.079511 -0.7 0.5 0.3
H 1.085493 -2.171474 1.307016 -0.9 0.5 -0.3
C -0.255655 0.457503 1.129871 1.7 -0.8 -1.9
```
Positions in Å, forces in eV/Å.

- energy relative to the best compared isomer or geometry (same formula, charge and spin) (kcal per mole) = 125.7
- orbital gap (eV) = 9.71
- HOMO energy (eV) = -10.149
- net charge = 0
- total energy (hartree) = -553.63557

Record 3
This record from the Open Molecules 2025 dataset describes the molecule C7H11NO3S. The level of theory is wB97M-V/def2-TZVPD.

The geometry in XYZ format:
```
23
Properties=species:S:1:pos:R:3:forces:R:3
C 1.985194 0.591387 0.325616 2.6 0.6 -0.4
H -1.102199 -1.377577 -2.810391 -0.4 -0.8 1.5
O -2.288523 0.585524 -1.462249 -0.3 0.9 -0.5
C 0.625651 -1.318456 0.443180 -1.7 1.6 -1.3
H 2.634030 1.477037 0.753987 -1.8 -1.4 -0.7
O 0.788489 0.293793 -1.760387 -0.5 -0.2 -2.7
H -0.335307 -1.799310 0.712009 1.2 -0.2 0.5
H 0.163295 2.714832 0.502931 0.5 -0.1 0.4
H -1.096218 1.802811 -0.023251 -1.5 -0.2 -0.3
H 0.136928 1.480019 2.512446 -0.1 -1.1 -1.5
H 2.765212 -0.003175 -0.290140 -1.4 0.6 1.0
C 0.175942 -0.444327 -0.760181 -1.9 0.1 1.3
H 1.418150 -1.938552 0.214808 1.4 -1.9 -0.4
C -0.135728 1.668739 0.382479 -0.8 3.6 -2.4
C 1.133695 -0.198444 1.340255 0.0 0.9 -1.0
H -0.836082 0.162988 1.823935 -1.0 0.5 -0.2
C 0.745279 0.951942 -0.559710 1.9 -2.4 2.5
S -1.716375 -0.584235 -0.873509 1.2 0.8 0.2
C -0.040523 0.837954 1.561376 1.6 -1.2 5.1
N -1.779905 -1.762601 -2.074408 3.4 0.1 0.2
H 1.584247 -0.663075 2.178726 0.6 0.3 1.3
O -2.254374 -0.946698 0.428664 0.4 -0.7 -1.6
H -2.570877 -1.530575 -2.566186 -3.3 0.2 -1.2
```
Positions in Å, forces in eV/Å.

- energy relative to the best compared isomer or geometry (same formula, charge and spin) (kcal per mole) = 134.3
- orbital gap (eV) = 10.43
- HOMO energy (eV) = -9.863
- net charge = 0
- total energy (hartree) = -951.81926

Record 4
This record from the Open Molecules 2025 dataset describes a structure of composition C7H11O6Tb. The level of theory is wB97M-V/def2-TZVPD.

The geometry in XYZ format:
```
25
Properties=species:S:1:pos:R:3:forces:R:3
H -0.663821 -1.346769 -0.611902 -0.7 0.0 0.1
H 2.987909 -2.813187 -1.393037 0.0 0.2 0.2
H -1.264065 -0.287009 -2.905307 1.6 -0.7 0.3
O -4.162480 1.716512 0.083190 0.1 -0.7 -1.4
H 4.139848 -1.194473 0.968167 0.1 -0.2 -0.2
H -0.784041 1.423679 -2.399081 -0.9 -0.1 0.5
C -1.000460 -0.802869 -1.509421 -0.1 2.4 -0.6
H 2.119407 -2.420866 0.109111 0.1 0.2 -0.1
O -3.444280 2.840784 1.847260 -0.2 -0.6 -1.1
O 0.629696 -1.704498 -1.947367 -0.3 -0.3 -1.2
C -0.501099 0.438372 -2.027527 1.8 -1.7 1.1
H -2.950933 2.090439 3.724600 0.1 0.1 -0.2
H 4.556840 -2.874830 0.533598 -0.1 0.3 -0.1
O 2.517521 -0.808484 -1.123527 -0.5 0.9 -1.6
O 0.900632 0.469766 -1.822243 -0.9 1.5 -1.8
C -3.432796 1.750104 1.118214 -0.5 0.9 1.2
C -2.635780 2.874272 3.026343 0.3 0.0 0.8
C 1.411687 -0.752047 -1.774038 0.3 -0.9 3.1
C 2.918318 -2.094151 -0.567639 0.5 -1.3 0.1
C 4.234375 -1.903601 0.136140 0.2 0.1 0.1
H -2.821237 3.850445 3.483166 0.1 -0.2 -0.2
Tb -3.405968 -0.375951 -0.606592 -1.1 1.4 1.7
O -2.773939 0.723234 1.455596 0.7 -1.2 -0.8
H 5.003990 -1.548291 -0.560764 -0.2 -0.1 0.2
H -1.579327 2.749410 2.763060 -0.3 0.1 0.1
```
Positions in Å, forces in eV/Å.

- energy relative to the best compared isomer or geometry (same formula, charge and spin) (kcal per mole) = 123.3
- orbital gap (spin up / spin down) (eV) = 5.74 / 7.10
- HOMO energy (spin up / spin down) (eV) = -17.248 / -16.561
- net charge = +2
- total energy (hartree) = -1548.37540
- spin multiplicity = 7

Record 5
This record from the Open Molecules 2025 dataset describes the molecule C7H11OP. The level of theory is wB97M-V/def2-TZVPD.

The geometry in XYZ format:
```
20
Properties=species:S:1:pos:R:3:forces:R:3
H 1.064672 1.479852 1.720224 1.0 0.4 -1.0
O -0.996279 1.919740 -0.778750 -1.4 0.5 -0.3
C -1.451721 -0.578430 -0.228992 -2.6 0.7 0.3
P 0.955584 -0.445550 -1.337342 -0.2 2.5 1.0
C -2.879547 -1.082329 -0.082508 0.5 -3.2 -1.8
C -0.201206 -1.330931 -0.120373 1.9 -2.9 1.2
C 0.920076 2.100718 0.798251 1.5 -0.5 -0.7
H -3.426531 -1.619708 -0.990658 1.6 0.9 1.5
C 0.214947 1.332248 -0.272501 -0.4 -3.4 -1.2
H -3.508717 -0.299691 0.138200 -1.3 1.9 0.6
H 1.756785 2.724330 0.305001 -0.6 -1.5 1.3
C 2.672676 -0.505526 -0.542435 -2.1 2.3 1.5
H 2.891536 -1.501808 -0.463569 0.9 -2.7 0.1
H 0.290407 2.838140 1.175659 -1.6 1.4 0.4
H -2.934556 -1.798130 0.769790 0.1 0.4 -0.6
H 2.387407 -0.191328 0.523628 1.2 -0.1 -1.3
C -1.118391 0.697796 -0.182949 2.3 2.0 -0.4
H 0.138406 -1.335146 0.960040 0.1 -0.1 -1.0
H -0.300338 -2.436669 -0.391817 0.0 1.4 0.2
H 3.524782 0.032427 -0.998906 -0.9 0.0 0.2
```
Positions in Å, forces in eV/Å.

- energy relative to the best compared isomer or geometry (same formula, charge and spin) (kcal per mole) = 99.4
- orbital gap (eV) = 8.78
- HOMO energy (eV) = -8.006
- net charge = 0
- total energy (hartree) = -689.72414

Record 6
This record from the Open Molecules 2025 dataset describes the molecule C7H11OP. The level of theory is wB97M-V/def2-TZVPD.

The geometry in XYZ format:
```
20
Properties=species:S:1:pos:R:3:forces:R:3
O -1.208578 -1.649102 -0.450073 -3.1 2.7 -0.3
H -3.742018 -0.743678 -1.529021 0.2 -1.7 -2.1
H -1.493245 2.624555 0.111356 1.5 -1.7 2.0
H 1.782782 0.168833 1.961125 -0.4 -0.4 -0.6
C -0.777192 0.499363 0.289305 3.1 3.0 0.5
P -3.610364 -0.275216 -0.299449 0.3 0.5 2.1
H 0.245352 2.534808 0.487593 -0.7 -1.3 0.0
H 2.485782 -0.628195 0.617216 1.2 -0.2 -0.7
C 0.025390 -1.562849 -0.080050 0.8 1.7 0.3
C 1.745342 0.089894 0.842683 -1.5 1.5 1.6
C 0.863922 -2.724912 -0.167805 2.1 -1.5 -1.3
H -3.960451 0.859158 -0.995938 0.0 1.5 0.2
H -0.786077 2.046645 1.771893 -0.6 0.2 1.7
C -0.694562 1.952605 0.736426 -1.1 2.1 -3.7
H 1.902718 1.154020 0.601946 0.8 -0.6 -0.6
C -1.791872 -0.085992 -0.257884 -1.4 -5.1 -1.2
H 0.440802 -3.483440 -0.889150 0.8 1.0 0.4
C 0.413036 -0.315730 0.290929 -0.1 -0.4 1.2
H 0.953687 -3.261269 0.760177 -0.1 -0.1 0.7
H 1.938043 -2.353359 -0.400782 -1.7 -1.1 0.0
```
Positions in Å, forces in eV/Å.

- energy relative to the best compared isomer or geometry (same formula, charge and spin) (kcal per mole) = 46.2
- orbital gap (eV) = 8.64
- HOMO energy (eV) = -7.730
- net charge = 0
- total energy (hartree) = -689.80896